# 1
The following is a quantum chemistry calculation of a molecular structure, C64H61BaN5P3, from the Open Molecules 2025 dataset.

```
134
Properties=species:S:1:pos:R:3:lowdin_charge:R:1
Ba -0.62 0.05 -0.34 1.43
C -0.31 3.23 -2.59 -0.18
C -0.50 2.73 -4.02 -0.10
C -1.09 1.36 -4.23 -0.27
C -1.75 1.11 -5.44 -0.01
C -2.24 -0.15 -5.70 -0.04
C -2.06 -1.14 -4.75 -0.05
C -1.42 -0.80 -3.58 -0.19
N -0.94 0.42 -3.31 0.03
N 0.76 2.67 -1.75 -0.17
C 2.11 2.85 -2.29 -0.13
C 2.42 2.02 -3.50 -0.28
C 3.06 2.59 -4.60 -0.03
C 3.29 1.80 -5.71 -0.05
C 2.87 0.48 -5.70 -0.04
C 2.27 0.00 -4.55 -0.15
N 2.06 0.73 -3.46 0.11
C 0.69 3.44 -0.49 -0.18
C 1.52 2.90 0.64 -0.29
C 2.64 3.57 1.11 -0.01
C 3.29 3.09 2.24 -0.03
C 2.78 1.97 2.87 -0.04
C 1.67 1.36 2.32 -0.17
N 1.06 1.79 1.22 0.00
H -1.24 3.08 -2.04 0.09
H -0.16 4.32 -2.66 0.13
H 0.42 2.80 -4.60 0.11
H -1.18 3.45 -4.48 0.13
H -1.87 1.91 -6.15 0.12
H -2.76 -0.35 -6.63 0.11
H -2.43 -2.14 -4.90 0.11
H -1.28 -1.56 -2.81 0.05
H 2.82 2.57 -1.50 0.13
H 2.29 3.91 -2.51 0.14
H 3.34 3.63 -4.58 0.12
H 3.78 2.22 -6.58 0.11
H 3.01 -0.17 -6.55 0.11
H 1.95 -1.04 -4.49 0.11
H -0.35 3.42 -0.16 0.08
H 0.95 4.49 -0.67 0.13
H 2.98 4.47 0.61 0.12
H 4.16 3.60 2.63 0.12
H 3.24 1.57 3.76 0.12
H 1.24 0.48 2.79 0.08
C -3.32 4.51 -0.80 -0.06
C -3.33 4.93 0.65 -0.27
C -3.71 6.24 0.94 -0.05
C -3.82 6.69 2.24 -0.07
C -3.58 5.81 3.29 -0.08
C -3.20 4.51 3.02 -0.10
C -3.04 4.05 1.71 -0.31
P -2.58 2.33 1.26 1.06
C -1.96 1.59 2.83 -0.33
C -1.01 2.34 3.54 -0.15
C -0.41 1.86 4.69 -0.09
C -0.71 0.59 5.13 -0.08
C -1.59 -0.19 4.40 -0.05
C -2.23 0.28 3.25 -0.25
C -3.18 -0.65 2.55 -0.04
C -4.23 1.61 0.99 -0.37
C -5.27 1.93 1.85 -0.09
C -6.49 1.28 1.78 -0.09
C -6.66 0.29 0.81 -0.08
C -5.64 0.01 -0.08 -0.06
C -4.39 0.66 -0.04 -0.39
C -3.31 0.27 -0.96 -0.36
H -4.29 4.70 -1.25 0.10
H -3.12 3.45 -0.94 0.02
H -2.58 5.08 -1.36 0.08
H -3.93 6.90 0.11 0.12
H -4.12 7.71 2.43 0.11
H -3.70 6.13 4.31 0.11
H -3.04 3.83 3.85 0.10
H -0.73 3.32 3.18 0.11
H 0.30 2.48 5.23 0.11
H -0.26 0.19 6.03 0.10
H -1.80 -1.20 4.73 0.10
H -3.06 -1.66 2.94 0.08
H -3.03 -0.68 1.46 0.04
H -4.22 -0.35 2.68 0.09
H -5.12 2.68 2.62 0.10
H -7.28 1.53 2.47 0.10
H -7.60 -0.23 0.73 0.10
H -5.80 -0.74 -0.85 0.11
H -3.09 1.09 -1.67 0.00
H -3.67 -0.57 -1.58 0.01
N 0.95 -3.68 0.68 -0.40
P 1.15 -2.24 1.61 0.89
C 2.96 -2.19 1.73 -0.38
C 3.68 -3.18 2.40 -0.09
C 5.07 -3.16 2.41 -0.07
C 5.75 -2.16 1.72 -0.07
C 5.05 -1.19 1.02 -0.08
C 3.66 -1.21 1.02 -0.12
C 0.63 -2.80 3.27 -0.37
C 1.26 -2.27 4.40 -0.11
C 0.83 -2.61 5.67 -0.08
C -0.24 -3.47 5.84 -0.07
C -0.89 -3.99 4.72 -0.08
C -0.46 -3.65 3.45 -0.10
P 0.84 -3.32 -1.02 0.93
C 0.52 -4.98 -1.68 -0.37
C 0.08 -5.07 -2.99 -0.11
C -0.14 -6.31 -3.58 -0.08
C 0.07 -7.47 -2.84 -0.07
C 0.49 -7.39 -1.53 -0.07
C 0.72 -6.15 -0.94 -0.10
C 2.60 -3.04 -1.39 -0.38
C 2.96 -1.88 -2.07 -0.13
C 4.30 -1.62 -2.33 -0.08
C 5.27 -2.51 -1.92 -0.08
C 4.91 -3.67 -1.23 -0.07
C 3.58 -3.93 -0.97 -0.08
H 0.15 -4.23 0.98 0.03
H 3.16 -3.97 2.92 0.11
H 5.61 -3.92 2.94 0.11
H 6.83 -2.15 1.72 0.11
H 5.57 -0.43 0.46 0.11
H 3.11 -0.47 0.45 0.09
H 2.11 -1.61 4.28 0.11
H 1.34 -2.21 6.53 0.11
H -0.57 -3.74 6.83 0.11
H -1.73 -4.66 4.85 0.11
H -1.00 -4.06 2.60 0.10
H -0.10 -4.17 -3.57 0.09
H -0.48 -6.37 -4.60 0.11
H -0.11 -8.43 -3.29 0.11
H 0.65 -8.29 -0.95 0.11
H 1.07 -6.10 0.08 0.09
H 2.21 -1.16 -2.38 0.05
H 4.58 -0.71 -2.86 0.10
H 6.31 -2.31 -2.12 0.11
H 5.68 -4.36 -0.91 0.11
H 3.31 -4.82 -0.42 0.11
```

Values from the calculation:
E: -3798.651546 Eh
Highest occupied orbital energy: -8.3 eV
Charge: +1
ΔE to the lowest compared entry with this formula, charge and spin: 39.6 kcal/mol
Kohn-Sham gap: 6.575 eV

# 2
The following is a quantum chemistry calculation of a gas-phase ion, C4H12N2 (charge +2), from the Open Molecules 2025 dataset.

```
18
Properties=species:S:1:pos:R:3:lowdin_charge:R:1
C 0.51 -0.41 -1.21 -0.10
C -0.67 -0.13 -0.24 -0.21
C -0.78 1.32 0.21 -0.16
C 0.18 0.84 2.50 0.24
N 0.16 1.41 1.32 0.02
N 0.51 -1.94 -1.56 0.20
H 0.62 0.25 -2.10 0.15
H 1.50 -0.37 -0.62 0.15
H -1.77 -0.33 -0.71 0.18
H -1.11 -0.94 0.51 0.17
H -0.44 2.04 -0.61 0.17
H -1.72 1.83 0.58 0.18
H -0.45 0.10 2.80 0.09
H 0.97 1.01 3.25 0.15
H 0.87 2.18 0.96 0.24
H -0.45 -2.14 -1.53 0.12
H 1.22 -2.54 -1.03 0.22
H 0.84 -2.18 -2.51 0.19
```

Values from the calculation:
E: -268.379871 Eh
Highest occupied orbital energy: -19.9 eV
SMILES string: C=[NH+]CCC[NH3+]
Charge: +2
ΔE to the lowest compared entry with this formula, charge and spin: 63.3 kcal/mol
Kohn-Sham gap: 11.136 eV